C30H44N4OP2PtSi | ωB97M-V with the def2-TZVPD basis set

Values from the calculation:
- HOMO-LUMO gap (alpha / beta): 5.61 / 5.52 eV
- <S²>: 2.008
- Multiplicity: 3
- Total charge: 0
- E_LUMO (alpha / beta): 0.4 / -2.9 eV
- HOMO level (alpha / beta): -0.191 / -0.308 hartree
- Total energy: -69530.1307 eV

Each line ends with the Löwdin charge.
Positions of all 83 atoms, in Å:
1 Pt 0.973 2.217 3.357  1.3294
2 P -2.350 -0.314 -3.096  1.0895
3 P 0.868 -1.409 -3.330  1.0706
4 Si 2.830 3.335 5.672  0.2550
5 O 2.786 2.836 4.147  -0.4482
6 N 2.291 -1.951 -4.307  -0.2566
7 N -3.130 0.435 -4.539  -0.2574
8 N 0.813 -2.856 -2.342  -0.2742
9 N -3.887 -0.864 -2.383  -0.2741
10 C 0.855 -2.801 -0.944  -0.1368
11 C 1.263 2.931 6.656  -0.1794
12 C 1.611 -0.111 1.463  -0.2069
13 C 3.249 5.173 5.620  -0.1664
14 C 1.866 0.229 3.998  -0.2239
15 C -2.914 1.776 -4.883  -0.1573
16 C 0.273 0.457 0.972  -0.2138
17 C 0.555 -4.179 -2.704  -0.1682
18 C -3.950 -0.118 -5.529  -0.1551
19 C -0.427 1.382 1.960  -0.3221
20 C -0.849 0.919 3.245  -0.2520
21 C -0.488 -1.938 -4.496  -0.4035
22 C 0.512 -4.957 -1.561  -0.0837
23 C -1.914 -1.923 -3.902  -0.3992
24 C 2.212 0.575 2.670  -0.2804
25 C -0.048 3.974 3.525  -0.2481
26 C -5.425 -1.166 -0.745  -0.1033
27 C -4.930 -1.626 -2.915  -0.1402
28 C 3.927 -1.582 -5.853  -0.1018
29 C -3.615 2.068 -6.045  -0.1031
30 C 3.662 -2.993 -5.802  -0.0874
31 C -4.189 -0.610 -1.036  -0.1564
32 C -0.596 -0.494 3.722  -0.1898
33 C 0.673 -4.085 -0.439  -0.0837
34 C -4.300 0.876 -6.441  -0.0875
35 C 0.771 -0.696 4.411  -0.2006
36 C 3.078 -0.968 -4.939  -0.1655
37 C -5.909 -1.786 -1.939  -0.0885
38 C 2.658 -3.185 -4.852  -0.1395
39 C 4.187 2.631 6.808  -0.1830
40 H 0.219 4.641 2.687  0.0191
41 H 1.113 1.846 6.721  0.0210
42 H -0.740 -1.197 2.890  0.1077
43 H -0.977 2.229 1.523  0.0990
44 H -0.418 -0.347 0.683  0.0967
45 H 4.649 -1.089 -6.486  0.0876
46 H 4.275 3.316 7.665  0.0283
47 H 1.080 -1.745 4.329  0.1156
48 H -1.392 -0.735 4.441  0.1119
49 H 2.662 0.352 4.736  0.1070
50 H 2.345 -0.030 0.648  0.1121
51 H -4.973 0.760 -7.280  0.0925
52 H -4.906 -1.992 -3.931  0.0823
53 H 3.537 5.554 6.606  0.0266
54 H 3.944 1.636 7.205  0.0215
55 H 0.164 4.507 4.461  -0.0029
56 H -5.925 -1.139 0.214  0.0899
57 H -2.626 -2.155 -4.710  0.0650
58 H 4.133 -3.756 -6.396  0.0874
59 H -6.854 -2.291 -2.069  0.0913
60 H 4.089 5.347 4.935  0.0343
61 H -0.278 -2.940 -4.899  0.0682
62 H 1.362 3.312 7.678  0.0357
63 H 0.648 -4.354 0.604  0.0885
64 H -1.700 1.448 3.702  0.1000
65 H 2.223 -4.108 -4.510  0.0772
66 H -1.129 3.774 3.470  0.0084
67 H -4.206 -1.166 -5.540  0.0775
68 H 0.361 3.362 6.210  0.0015
69 H -3.633 3.018 -6.561  0.0897
70 H 2.402 5.767 5.260  0.0198
71 H 0.414 -4.465 -3.741  0.0932
72 H 3.219 0.989 2.520  0.1053
73 H -3.478 -0.054 -0.438  0.0869
74 H -2.033 -2.704 -3.134  0.0849
75 H 1.531 -1.184 1.671  0.1037
76 H 0.384 -6.032 -1.533  0.0963
77 H -2.274 2.383 -4.259  0.0908
78 H 5.168 2.578 6.320  0.0270
79 H -0.426 -1.228 -5.336  0.0817
80 H 1.021 -1.850 -0.462  0.0624
81 H 0.468 1.045 0.067  0.1073
82 H 2.964 0.063 -4.655  0.0860
83 H 0.602 -0.566 5.488  0.1068


C16H48F6N4O12P3Sr2 | ωB97M-V with the def2-TZVPD basis set

Values from the calculation:
- HOMO-LUMO gap: 8.12 eV
- Total charge: +1
- E_LUMO: -2.8 eV
- HOMO level: -0.402 hartree
- Total energy: -93756.0340 eV

Each line ends with the Löwdin charge.
Positions of all 91 atoms, in Å:
1 Sr 4.760 20.780 -15.844  1.6528
2 Sr 10.892 20.657 -14.732  1.6705
3 P 7.965 18.612 -16.931  0.3106
4 P 7.876 23.052 -16.058  0.3933
5 P 7.563 20.270 -13.017  0.4896
6 F 7.908 17.069 -16.317  -0.1733
7 F 8.108 24.309 -15.062  -0.1485
8 F 7.020 20.599 -11.504  -0.1574
9 F 8.169 18.302 -18.481  -0.1230
10 F 7.952 23.757 -17.524  -0.1370
11 F 7.664 18.594 -12.907  -0.1749
12 O 9.235 19.244 -16.381  -0.4166
13 O 7.729 26.969 -10.315  -0.2012
14 O 8.881 19.328 -9.955  -0.0652
15 O 6.425 22.528 -15.950  -0.4948
16 O 13.225 21.749 -14.583  -0.3378
17 O 9.097 22.222 -15.744  -0.4130
18 O 3.867 18.495 -16.590  -0.3456
19 O 8.962 20.807 -13.249  -0.4393
20 O 4.602 16.915 -9.060  -0.1935
21 O 6.640 19.255 -16.774  -0.3901
22 O 6.436 20.474 -14.048  -0.4329
23 O 4.842 21.703 -10.841  -0.0779
24 N 5.093 24.481 -11.237  0.0101
25 N 11.088 23.160 -13.772  -0.0207
26 N 7.827 16.885 -10.970  0.0229
27 N 3.171 19.782 -13.944  -0.0524
28 C 8.132 27.018 -8.960  -0.1073
29 C 7.115 15.723 -8.939  -0.0585
30 C 6.391 26.491 -10.524  -0.1709
31 C 3.804 17.914 -8.380  -0.0756
32 C 14.458 21.109 -14.486  -0.0979
33 C 3.501 18.380 -14.131  -0.3997
34 C 13.311 23.184 -14.587  -0.1543
35 C 3.749 17.795 -17.880  -0.0322
36 C 2.593 17.619 -13.129  -0.0330
37 C 7.412 24.108 -10.998  -0.0174
38 C 3.039 17.945 -15.528  -0.1832
39 C 6.613 16.338 -10.253  -0.3682
40 C 11.909 23.682 -14.820  -0.4807
41 C 6.186 24.948 -10.472  -0.4148
42 C 11.875 25.216 -14.887  -0.0232
43 C 5.536 17.420 -9.990  -0.2017
44 H 15.081 21.435 -15.320  0.1016
45 H 7.365 27.603 -8.452  0.0842
46 H 5.012 17.719 -10.897  0.1008
47 H 1.996 18.163 -15.757  0.1377
48 H 12.494 25.600 -15.697  0.0890
49 H 8.898 18.416 -10.245  -0.0140
50 H 2.989 17.410 -7.861  0.0893
51 H 4.644 17.847 -18.500  0.0891
52 H 3.046 16.856 -15.490  0.1292
53 H 11.373 23.566 -12.892  0.1078
54 H 5.631 21.265 -11.162  -0.0488
55 H 2.263 20.049 -14.298  0.0872
56 H 6.166 26.805 -11.543  0.1199
57 H 12.065 25.658 -13.908  0.0924
58 H 5.694 27.027 -9.879  0.1213
59 H 5.220 24.743 -12.204  0.0943
60 H 9.144 27.367 -8.756  0.0933
61 H 7.337 16.611 -8.347  0.0815
62 H 6.342 15.127 -8.455  0.0766
63 H 1.594 18.049 -13.211  0.0901
64 H 4.576 18.221 -14.042  0.1416
65 H 14.302 20.039 -14.622  0.0936
66 H 10.863 25.510 -15.165  0.0804
67 H 8.062 15.183 -8.945  0.0764
68 H 3.472 18.695 -9.064  0.0753
69 H 7.588 17.607 -11.635  0.0029
70 H 2.422 16.552 -13.276  0.0868
71 H 5.993 18.326 -9.592  0.1224
72 H 8.308 19.769 -10.581  -0.0442
73 H 11.475 23.307 -15.746  0.1269
74 H 4.318 18.542 -7.653  0.0842
75 H 13.845 23.564 -15.458  0.1465
76 H 6.299 15.519 -10.899  0.1256
77 H 7.239 23.033 -10.978  0.0567
78 H 3.051 20.055 -12.979  0.0923
79 H 10.110 23.376 -13.896  0.0566
80 H 3.001 17.677 -12.120  0.0717
81 H 15.050 21.224 -13.578  0.1055
82 H 8.011 26.053 -8.467  0.0791
83 H 4.195 24.858 -10.969  0.1014
84 H 2.989 18.317 -18.463  0.0913
85 H 4.968 22.623 -11.071  -0.0419
86 H 13.608 23.507 -13.589  0.1503
87 H 3.550 16.730 -17.761  0.0982
88 H 6.007 24.702 -9.425  0.1404
89 H 7.662 24.457 -12.001  0.0718
90 H 8.118 16.077 -11.501  0.0802
91 H 8.257 24.489 -10.425  0.0691


C2H2OYb | ωB97M-V with the def2-TZVPD basis set

Values from the calculation:
- HOMO-LUMO gap (alpha / beta): 4.91 / 5.05 eV
- <S²>: 0.755
- Multiplicity: 2
- Total charge: -1
- E_LUMO (alpha / beta): 3.2 / 3.2 eV
- HOMO level (alpha / beta): -0.065 / -0.069 hartree
- Total energy: -35678.7954 eV

Each line ends with the Löwdin charge.
Positions of all 6 atoms, in Å:
1 Yb 1.510 0.267 0.018  1.1575
2 O 3.475 -0.256 -0.030  -1.0874
3 C -0.946 0.675 -0.020  -0.4721
4 C -0.822 -0.610 0.004  -0.4495
5 H -1.467 -1.498 0.056  -0.0703
6 H -1.750 1.423 -0.028  -0.0781


CH10N2O3 | ωB97M-V with the def2-TZVPD basis set

Values from the calculation:
- HOMO-LUMO gap (alpha / beta): 10.57 / 6.11 eV
- <S²>: 0.765
- Multiplicity: 2
- Total charge: +1
- E_LUMO (alpha / beta): -4.4 / -8.8 eV
- HOMO level (alpha / beta): -0.548 / -0.548 hartree
- Total energy: -10312.3531 eV

Each line ends with the Löwdin charge.
Positions of all 16 atoms, in Å:
1 O -0.931 1.741 -2.163  0.0031
2 O 1.209 -2.292 1.715  -0.0349
3 O -1.546 -1.152 -2.807  -0.0241
4 N 1.089 0.810 2.452  0.2642
5 N 0.159 0.240 0.300  0.2856
6 C 0.472 1.027 1.364  -0.1885
7 H 0.422 -0.704 0.389  0.0897
8 H -1.192 1.254 -2.887  -0.0037
9 H -0.269 0.711 -0.498  0.0996
10 H -1.405 2.549 -2.233  0.0485
11 H 1.870 -2.682 2.243  0.0324
12 H -1.965 -1.963 -2.889  0.0076
13 H 0.145 2.091 1.340  0.1815
14 H 0.591 1.439 3.171  0.1714
15 H 1.222 -1.359 2.076  0.0191
16 H -0.839 -1.229 -2.122  0.0485


> Which value of total charge does entry 3 give?

-1


> Which formula does entry 2 have?

C16H48F6N4O12P3Sr2